The following is a quantum chemistry calculation of C4H5NO as an isolated structure at a distorted geometry, from OMol25.

Calculated values
Orbital gap in eV: 10.018
E_HOMO in eV: -9.33
Lowest unoccupied orbital energy in eV: 0.69
Spin multiplicity: 1

Each line ends with the Mulliken charge.
CARTESIAN COORDINATES (ANGSTROEM)
O: 1.60530 -1.44640 0.44393  -0.414
N: 0.35325 -1.34518 0.46145  -0.083
C: -1.81720 -0.09517 0.11790  -0.999
C: -0.33336 -0.36231 0.14519  0.576
C: 2.13552 0.38346 -0.22779  -0.241
C: 1.00856 0.95018 -0.37392  -0.478
H: -2.12362 0.52087 0.97183  0.256
H: 3.18649 0.15472 -0.20122  0.435
H: -2.06043 0.45163 -0.79768  0.290
H: -2.42728 -1.00949 0.12977  0.307
H: 0.47996 1.85067 -0.66605  0.351

Forces on the atoms, in the same order (eV/Å):
O 0.50 1.79 -0.66
N -0.78 0.00 0.02
C 0.33 0.14 -0.06
C 1.35 0.91 -0.39
C -1.26 -1.40 0.56
C -1.08 -1.66 0.63
H 0.14 -0.08 -0.16
H -0.27 0.42 -0.13
H 0.01 -0.05 0.13
H 0.51 0.14 0.01
H 0.56 -0.21 0.04